Here is a molecular structure, C12H33BeF12N3O3P2 from the Open Molecules 2025 dataset. Energies are from the ωB97M-V functional and the def2-TZVPD basis.

Last column: Löwdin charge in e.
Positions of all 66 atoms, in Å:
F  1.37441  -2.05215  0.01656  -0.217
H  3.95911  5.25519  -2.09289  0.080
F  3.44527  -2.69515  -0.49021  -0.125
H  3.65640  2.44901  -1.33295  0.129
C  2.76274  3.06560  -1.42936  -0.232
H  1.37785  1.61730  -2.20540  0.135
F  -2.48540  0.78569  2.87943  -0.166
H  3.81352  5.05713  -3.75226  0.078
P  -2.17296  2.19316  2.10792  0.178
C  1.01171  -1.79689  2.88156  -0.419
F  -3.71018  2.60777  1.98434  -0.146
N  -1.67854  0.30575  -1.87786  0.032
H  -3.31516  -0.79676  -1.05549  0.135
C  -3.56016  -0.53228  -3.18625  -0.058
C  -2.68254  -0.76934  -1.94270  -0.415
C  -2.72828  -2.18834  2.15916  -0.040
C  -0.50632  -1.77347  3.20972  -0.185
F  -2.13099  2.90391  3.57867  -0.183
F  3.16379  -1.58917  -2.72355  -0.171
H  2.88568  -2.19837  3.78662  0.074
C  -2.08491  -2.18210  -1.90200  -0.202
H  -1.41414  -2.32691  -2.74888  0.132
C  3.93293  4.46600  -2.84429  -0.109
H  1.11122  -2.69729  2.27536  0.131
H  0.35093  3.87405  -2.17187  0.073
O  -1.32256  -1.66533  2.01491  -0.295
H  2.11986  -0.95318  4.66173  0.076
H  -4.03255  0.41673  -2.93260  0.077
N  1.22177  -0.50026  2.29528  0.026
O  2.75038  3.66454  -2.69996  -0.183
C  1.45806  2.27253  -1.33802  -0.410
H  1.54551  -2.60167  4.85629  0.070
H  1.14543  0.20809  3.01118  0.083
H  -0.79905  -1.03443  3.95553  0.125
H  -2.93470  -2.85795  -1.99781  0.123
H  4.86173  3.89720  -2.88764  0.085
N  1.54004  1.59329  -0.03988  0.029
H  -0.34215  -3.71754  0.40425  0.082
H  -4.27512  -1.33672  -3.35886  0.073
H  0.42715  3.82332  -0.39132  0.082
C  0.27768  3.23156  -1.29441  -0.049
C  -1.15491  -3.67790  -0.32097  -0.103
F  -1.71511  3.55743  1.35370  -0.180
H  -2.23016  1.14802  -1.95787  0.066
H  -1.23869  0.33551  -2.78656  0.081
F  2.93292  -0.53065  -0.64843  -0.202
H  -3.01753  -1.74090  3.11007  0.076
Be  -0.31745  -0.20118  0.15802  0.754
O  -1.39981  -2.33318  -0.67690  -0.272
H  -0.74177  -2.75718  3.61591  0.111
H  -3.35083  -1.85252  1.32984  0.082
H  -2.95131  -0.39496  -4.07985  0.076
F  1.09254  -0.95642  -1.89182  -0.221
H  2.25899  0.88436  -0.06523  0.017
H  2.72198  3.83403  -0.65738  0.122
F  1.68866  -3.20842  -2.00176  -0.134
H  -0.72119  2.79582  -1.31667  0.055
F  -2.16351  1.44850  0.66743  -0.204
H  -0.79314  -4.19199  -1.21144  0.087
P  2.34340  -1.91444  -1.32337  0.253
H  -2.71521  -3.27268  2.26926  0.072
F  -0.54502  1.91444  2.17904  -0.216
H  1.95950  2.24979  0.60289  0.079
C  1.90083  -1.87603  4.12464  -0.063
H  2.21399  -0.54011  2.11084  0.076
H  -2.07485  -4.14214  0.03442  0.083

frontier orbital gap (alpha / beta)	4.26 / 9.07	eV
charge	-1
LUMO energy (alpha / beta)	2.7090 / 2.6888	eV
spin multiplicity	2
highest occupied orbital energy (alpha / beta)	-1.549 / -6.385	eV

***

Here is a molecular structure, C6H14B4F16LiO2 from the Open Molecules 2025 dataset. Energies are from the ωB97M-V functional and the def2-TZVPD basis.

Last column: Löwdin charge in e.
Positions of all 43 atoms, in Å:
B  -11.86063  -1.51522  -17.83916  -1.231
F  -16.79163  -1.80327  -11.61407  0.088
H  -9.90863  -3.56351  -12.57265  0.056
C  -14.54224  -4.88096  -15.17925  -0.199
O  -12.42063  -2.32009  -14.44501  -0.138
F  -15.75742  -1.03105  -16.22003  0.079
H  -12.46694  -3.14177  -12.62867  0.105
B  -12.97377  1.43344  -15.44065  -1.220
O  -15.05905  -3.74881  -15.85776  -0.203
H  -13.08031  -4.46317  -18.03456  0.096
C  -13.82959  -4.99628  -17.44488  -0.154
H  -14.25970  -4.51312  -14.18915  0.112
H  -9.95027  -3.14749  -14.31789  0.073
F  -16.49808  0.07732  -18.15482  0.090
C  -13.35017  -5.30416  -16.03145  -0.158
F  -13.14843  1.51902  -16.82152  0.113
F  -10.94680  -0.83085  -17.02743  0.112
F  -15.89323  -2.03730  -13.73188  0.088
H  -11.82972  -1.81054  -15.02018  0.081
H  -15.97843  -4.53005  -17.49400  0.115
B  -15.60879  -1.89876  -12.35061  -1.221
C  -10.54167  -3.47636  -13.45960  -0.090
F  -12.26071  -0.76473  -18.93665  0.122
H  -10.91769  -4.46701  -13.73512  0.059
H  -14.09597  -5.90382  -17.99612  0.093
H  -11.41250  -1.62038  -12.79311  0.123
B  -16.81980  -0.82283  -17.12658  -1.212
C  -15.02484  -4.03813  -17.26726  -0.168
H  -12.48854  -4.69005  -15.77647  0.096
F  -17.92400  -0.30142  -16.40113  0.061
H  -14.94610  -3.10798  -17.81424  0.113
H  -15.33919  -5.62391  -15.03465  0.119
F  -11.24350  -2.72244  -18.28997  0.047
F  -14.88380  -3.06696  -11.92476  0.030
C  -11.75699  -2.56517  -13.21512  -0.266
F  -17.18815  -2.05630  -17.72966  0.061
Li  -14.19754  -1.96863  -15.26141  0.686
H  -13.10959  -6.36317  -15.89154  0.096
F  -11.59129  1.60804  -15.13721  0.045
F  -14.73696  -0.81507  -12.14543  0.097
F  -13.45821  0.23163  -14.90926  0.104
F  -13.66383  2.54458  -14.83110  0.025
F  -12.99545  -1.89114  -17.05371  0.075

frontier orbital gap	8.78	eV
charge	-3
LUMO energy	6.4416	eV
highest occupied orbital energy	-2.342	eV

***

Here is a molecular structure, CN2O2S2 from the Open Molecules 2025 dataset. Energies are from the ωB97M-V functional and the def2-TZVPD basis.

Last column: Löwdin charge in e.
Positions of all 7 atoms, in Å:
N  -0.28717  1.10839  0.54700  -0.036
C  -0.70232  1.92860  -0.36693  -0.318
S  0.60404  -1.34959  -1.23459  0.479
N  -1.29643  2.51620  -1.16978  0.190
O  0.94860  -2.77099  1.26542  -0.508
S  0.11892  -1.70964  0.74908  0.722
O  0.61437  0.27704  0.20980  -0.530

frontier orbital gap (alpha / beta)	7.07 / 7.56	eV
charge	0
LUMO energy (alpha / beta)	-2.7170 / -2.4145	eV
highest occupied orbital energy (alpha / beta)	-9.791 / -9.974	eV

***

Here is a molecular structure, C49H58FMnN4O2PS from the Open Molecules 2025 dataset. Energies are from the ωB97M-V functional and the def2-TZVPD basis.

Last column: Löwdin charge in e.
Positions of all 117 atoms, in Å:
H  -2.06698  -0.86547  2.83548  0.090
H  -0.77435  -0.79110  -3.37764  0.093
H  -1.98767  1.28775  1.62083  0.074
H  -2.17431  -4.22826  -3.95857  0.109
H  -4.83103  -4.59226  -3.51477  0.105
H  6.63482  1.48032  -4.30636  0.105
H  -3.82171  -0.94800  2.83342  0.101
H  4.07743  -0.60598  4.30174  0.106
C  6.51305  -1.39707  2.07684  -0.075
H  0.58384  -1.89034  3.97367  0.111
C  1.55704  0.04492  6.56804  -0.086
H  -5.22373  -0.53231  0.65827  0.102
H  6.24582  -1.56827  -0.04444  0.113
H  -1.43494  0.82591  -5.10998  0.107
O  1.17965  2.60948  4.05373  0.052
H  6.49530  -1.14633  4.20771  0.104
H  -2.96448  0.90991  -0.76653  0.094
S  3.38550  -1.06812  -0.48911  1.101
C  -2.91447  -1.54887  2.76049  -0.187
C  -3.32305  0.38867  0.13384  -0.402
H  2.21667  -3.33681  -4.01754  0.112
H  -3.81941  -4.51249  -0.65803  0.097
H  0.86031  2.52182  3.12148  0.064
H  -5.46824  -4.50717  -1.23701  0.112
H  1.21300  -2.07431  6.37112  0.099
C  1.22598  -2.32821  -2.36954  -0.200
C  3.81054  -0.77277  2.18582  -0.055
H  -3.30055  -2.88742  -3.99877  0.111
O  0.27304  -0.86971  1.84850  -0.100
N  0.39453  1.42797  1.85269  0.064
H  1.20427  -1.39283  -2.92261  0.079
H  -1.98395  -5.22521  2.85959  0.110
H  -4.54697  -3.67435  3.23365  0.111
C  -2.86929  -2.54007  3.93658  -0.186
C  -3.06921  -1.96642  -1.50294  -0.383
C  4.56023  -0.81196  3.35450  -0.052
H  -3.39716  -5.15798  1.82699  0.102
H  -3.59427  -4.52403  4.42770  0.106
H  -3.36311  -2.09812  4.80402  0.110
H  1.68031  -5.62484  -0.46711  0.112
H  1.81424  2.17888  6.46789  0.116
C  4.48205  -0.25309  -1.64118  -0.385
C  0.90518  -3.59920  -0.41424  -0.129
H  2.42363  0.79064  0.11729  0.040
H  -3.63679  3.29886  1.90419  0.112
H  -1.75189  -3.96520  0.59040  0.085
H  -4.95679  -2.30219  -0.41361  0.068
N  0.05083  1.24936  0.54246  -0.115
C  0.82614  0.21947  3.88789  -0.089
H  6.30243  2.55062  -2.10494  0.107
H  -5.12862  0.01160  -1.00516  0.104
C  -2.14852  -2.98546  -2.19144  -0.225
C  -2.01651  -3.51714  1.54592  -0.211
H  -3.14936  -1.11348  -2.19042  0.099
C  -0.84743  2.90986  -2.52072  -0.018
H  -5.78849  1.58595  1.47698  0.113
C  -4.85674  0.27332  0.01811  -0.190
H  -1.80645  -3.75002  -1.49153  0.102
C  -1.19703  2.52888  -3.80093  -0.058
H  -4.40473  2.74829  -0.97141  0.108
C  1.54450  1.27375  5.94188  -0.017
C  5.90946  -1.11846  3.29919  -0.076
C  4.66036  -0.86255  -2.87212  -0.073
H  -3.89733  -2.58707  1.14959  0.096
C  -3.02763  1.31582  1.32036  -0.206
H  4.18700  -1.81555  -3.07152  0.097
N  -0.46914  0.60752  -1.90364  0.067
C  1.17283  1.38126  4.59887  -0.270
H  0.59759  -3.71032  0.61741  0.078
H  -5.23548  3.71968  0.22332  0.106
H  -1.48468  3.26940  -4.53536  0.109
H  -1.23688  -2.50088  -2.52078  0.056
H  -3.60001  0.98062  2.18452  0.098
C  5.77447  -1.35762  0.90656  -0.080
C  5.84031  1.59636  -2.31775  -0.070
H  7.56536  -1.64405  2.03613  0.105
C  5.44334  -0.23459  -3.83331  -0.069
C  -5.56693  1.58248  0.40596  -0.193
H  5.59508  -0.70478  -4.79549  0.107
C  1.83793  -3.40380  -3.00453  -0.046
C  0.46459  0.22763  2.44578  -0.454
H  -1.83201  -2.71854  4.23474  0.102
C  -3.98985  -4.57813  -2.81741  -0.191
C  -1.17337  1.17730  -4.12257  -0.045
C  -4.48833  -2.59032  -1.34716  -0.200
H  -0.06225  3.29214  0.12037  0.130
C  -2.88061  -2.26418  1.39387  -0.406
C  6.02687  0.99116  -3.55652  -0.077
C  -4.68923  2.78481  0.08535  -0.201
C  -4.47014  -4.11274  -1.44125  -0.198
C  -2.87697  -3.65993  -3.34733  -0.182
H  1.84270  -0.01458  7.61105  0.103
C  1.20471  -1.11305  5.87666  -0.092
C  4.42484  -1.03065  0.97287  -0.366
C  0.84772  -1.01233  4.54812  -0.036
C  -0.49182  1.92850  -1.59820  -0.247
C  -2.72634  -4.54493  2.43555  -0.181
H  4.93333  1.42827  -0.37929  0.119
H  2.75076  -0.57211  2.20980  0.079
C  1.97102  -4.58322  -2.30313  -0.298
H  -3.62607  -5.60562  -2.75083  0.107
P  -2.29762  -1.17545  0.01326  1.141
H  -1.07417  -3.20689  2.00277  0.097
C  5.06958  0.97314  -1.35245  -0.074
C  -0.14075  2.26698  -0.22644  -0.081
F  2.56750  -5.64750  -2.90268  0.029
C  -0.80377  0.26350  -3.15030  -0.116
H  -2.61492  3.27452  0.48476  0.090
N  2.14220  -0.12482  -0.22886  -0.314
H  -0.85120  3.94795  -2.21901  0.116
H  -6.52951  1.64481  -0.10520  0.108
C  -3.51990  -3.86522  3.56061  -0.199
C  1.53096  -4.69647  -1.00337  -0.019
C  -3.44052  2.75455  0.97743  -0.179
C  0.69424  -2.37607  -1.06562  -0.274
H  -5.14115  -2.19911  -2.13455  0.118
Mn  0.10300  -0.61207  -0.19628  0.409

frontier orbital gap (alpha / beta)	7.01 / 6.22	eV
charge	0
LUMO energy (alpha / beta)	-0.2732 / -0.2476	eV
spin multiplicity	2
highest occupied orbital energy (alpha / beta)	-7.287 / -6.471	eV

***

Here is a single C22H26ClN3O3S molecule from the Open Molecules 2025 dataset. Energies are from the ωB97M-V functional and the def2-TZVPD basis.

Last column: Löwdin charge in e.
Positions of all 56 atoms, in Å:
O  -0.66275  0.07602  1.30874  0.001
H  -3.65353  -1.85827  2.54611  0.117
N  -0.31194  0.16500  -0.90905  -0.023
C  -4.74047  -0.25373  1.65596  -0.101
S  -0.85847  3.40706  -0.35049  0.929
H  0.70028  4.63393  0.90934  0.085
C  3.38491  -1.60075  1.95996  -0.080
O  2.36923  3.04683  -0.31807  0.050
H  -1.33224  1.42769  -2.22098  0.095
C  -0.84231  0.63546  0.22600  -0.508
C  -3.53370  -1.92608  0.40967  -0.207
C  0.40067  -1.10763  -0.85378  -0.027
H  -2.07437  2.04691  1.20901  0.091
C  2.67839  0.57137  1.21887  -0.223
H  5.05878  -2.44480  0.93108  0.110
H  -2.69677  -3.68706  -0.51638  0.126
C  -3.91855  -1.30577  -0.77361  -0.025
H  -0.94824  -1.88274  1.04273  0.115
C  1.63001  2.73271  0.58949  -0.541
H  -2.60121  -3.67761  1.26944  0.123
C  -0.67937  -2.19161  -0.93257  -0.472
H  0.96787  -1.17262  0.07575  0.111
H  3.80713  1.41859  -0.38544  0.105
C  0.73219  1.34756  -2.80806  -0.061
H  1.07192  2.15705  -2.16829  0.039
H  5.53861  0.32433  -1.54807  0.076
H  6.61930  -0.41449  -0.36384  0.084
C  2.52755  -0.52244  2.06884  -0.050
C  -2.54657  -3.06470  0.36784  -0.116
H  -5.06270  0.16229  2.59749  0.106
H  -2.54708  1.75897  -0.47336  0.070
H  1.54010  0.62726  -2.90654  0.071
H  0.51309  1.75421  -3.79100  0.080
H  1.73076  -0.52724  2.79862  0.112
H  -0.02756  3.33896  1.90671  0.084
H  1.07244  -1.17717  -1.70687  0.132
C  -0.52659  0.69557  -2.24270  -0.202
C  4.55361  -0.51202  0.16033  -0.271
C  -1.69713  1.88354  0.19758  -0.367
C  -5.10691  0.35533  0.46692  -0.690
N  1.76338  1.62424  1.35940  0.136
Cl  -6.06747  1.79447  0.50260  0.670
H  -3.58928  -1.71321  -1.71772  0.118
H  -0.83582  -0.13950  -2.88014  0.125
O  -1.04401  -2.67039  -1.98607  0.063
C  5.65241  -0.50717  -0.85798  -0.047
H  5.65633  -1.43826  -1.42211  0.080
C  4.39233  -1.59883  1.01193  -0.058
N  -1.21635  -2.48432  0.27003  0.089
C  -4.70455  -0.16847  -0.75206  -0.111
C  -3.95129  -1.38921  1.62012  -0.032
H  3.26343  -2.44827  2.61815  0.104
C  0.41886  3.58187  0.94371  -0.349
H  1.04254  1.43450  2.04479  0.127
C  3.69348  0.57097  0.26930  0.027
H  -5.00235  0.31169  -1.67134  0.107

frontier orbital gap	9.13	eV
charge	0
LUMO energy	0.5508	eV
SMILES	CCN(CC(=O)NCc1ccc(Cl)cc1)C(=O)CSCC(=O)Nc1cccc(C)c1
highest occupied orbital energy	-8.579	eV

***

Strongest force on any atom in eV/Å, matching the order above: 3.5 1.2 2.5 0.6 0.7